(1)
Molecular formula: C5H8OS
Method: DFT, wB97M-V/def2-TZVPD

Each line ends with the natural charge from an NBO analysis.
Cartesian coordinates (Å):
C (0.12340, 1.34934, -0.90580)  -0.6215
C (-0.03627, 1.34456, 0.55798)  -0.2126
C (-0.98888, -1.87508, 0.53743)  -0.3655
C (-0.09115, -1.35670, -0.27794)  -0.4079
C (0.88462, 0.80536, 1.33476)  -0.3631
O (0.16870, -0.54570, -2.77407)  -0.9734
S (-0.65187, -0.22665, -1.60868)  1.2410
H (-0.37224, 2.17882, -1.40434)  0.2335
H (1.17251, 1.30635, -1.20140)  0.2368
H (-0.97110, 1.70566, 0.96197)  0.2071
H (-0.74185, -2.62598, 1.26853)  0.2074
H (-2.01651, -1.54932, 0.51124)  0.1996
H (0.93557, -1.67809, -0.34745)  0.2250
H (1.82198, 0.44161, 0.94384)  0.1909
H (0.76308, 0.72581, 2.40394)  0.2026

Cartesian forces, eV/Å:
-0.2948 -0.5626 -0.2227
0.1461 0.3288 0.0908
0.0360 -0.0461 -0.0883
-0.8205 0.1094 -0.9021
0.1510 0.3809 0.6415
0.4976 -0.3294 -1.1940
0.2864 0.3121 1.6818
-0.0333 -0.0278 -0.0958
-0.0886 -0.1381 -0.1294
-0.0879 0.0221 0.1551
0.1382 -0.1343 0.1421
-0.1992 0.0574 -0.0368
0.2445 0.0715 -0.0065
0.1148 -0.0604 -0.1630
-0.0903 0.0164 0.1273

- energy relative to the best compared isomer or geometry (same formula, charge and spin) (kcal/mol) = 58.3
- maximum force (eV Å⁻¹) = 1.7
- net charge = 0
- lowest unoccupied orbital energy (eV) = 0.862
- orbital gap (eV) = 9.74


(2)
Molecular formula: C39H111N5O19
Method: DFT, wB97M-V/def2-TZVPD

Each line ends with the Löwdin charge.
Cartesian coordinates (Å):
C (-34.45346, 29.19281, -16.66185)  -0.1252
O (-33.68077, 29.45752, -15.52979)  -0.1676
C (-32.60780, 28.56783, -15.35620)  -0.2298
C (-31.87527, 28.86905, -14.07067)  -0.2031
N (-32.62301, 28.49820, -12.87885)  -0.0540
C (-31.90683, 28.87981, -11.66598)  -0.2082
C (-30.57696, 28.15983, -11.42230)  -0.2316
O (-29.53486, 28.83785, -12.06346)  -0.1828
C (-28.25147, 28.45601, -11.58945)  -0.0792
H (-34.86067, 30.11125, -17.09050)  0.0859
H (-35.28651, 28.52455, -16.40599)  0.0929
H (-33.93794, 28.72255, -17.51271)  0.0736
H (-31.87914, 28.70150, -16.16653)  0.1185
H (-32.94663, 27.52528, -15.32885)  0.1179
H (-31.57494, 29.92632, -14.02799)  0.1350
H (-30.95399, 28.28587, -14.09790)  0.0877
H (-33.50944, 28.99080, -12.81469)  0.1277
H (-32.56419, 28.64635, -10.81992)  0.1198
H (-31.70227, 29.95285, -11.50590)  0.1278
H (-30.72793, 27.12067, -11.76258)  0.1215
H (-30.45709, 28.08701, -10.33480)  0.1263
H (-27.57272, 29.10332, -12.16048)  0.0925
H (-27.96408, 27.41946, -11.76140)  0.0646
H (-28.09688, 28.77776, -10.55785)  0.0765
C (-26.49796, 25.44971, -13.66912)  -0.1224
O (-27.53897, 25.36969, -12.74512)  -0.2105
C (-27.45608, 24.16604, -11.98245)  -0.2029
C (-28.67675, 24.14084, -11.07970)  -0.1816
N (-28.66409, 25.18421, -10.04500)  -0.0307
C (-27.48862, 25.14441, -9.17048)  -0.2135
C (-27.59483, 26.14941, -8.03987)  -0.2361
O (-27.82669, 27.42513, -8.57316)  -0.2150
C (-28.25684, 28.33196, -7.57886)  -0.1042
H (-25.52556, 25.43778, -13.15772)  0.0934
H (-26.51342, 26.43039, -14.14987)  0.0884
H (-26.53855, 24.68842, -14.45022)  0.0652
H (-26.52247, 24.23288, -11.40983)  0.1112
H (-27.35549, 23.30408, -12.65262)  0.1035
H (-28.74621, 23.17040, -10.58142)  0.1206
H (-29.55775, 24.29973, -11.70021)  0.0971
H (-28.48364, 26.03182, -10.58939)  0.0618
H (-26.54033, 25.36911, -9.68888)  0.1130
H (-27.37091, 24.11576, -8.80828)  0.1268
H (-26.65637, 26.14170, -7.47962)  0.1259
H (-28.45115, 25.84058, -7.42942)  0.1252
H (-29.18832, 27.95929, -7.12071)  0.0915
H (-28.47937, 29.29273, -8.03400)  0.0846
H (-27.53272, 28.39724, -6.75658)  0.0898
C (-23.03673, 24.97038, -24.66868)  -0.1160
O (-22.33746, 25.37033, -23.51965)  -0.1932
C (-22.59217, 24.51631, -22.41698)  -0.2345
C (-21.80805, 24.99862, -21.23096)  -0.1993
N (-22.51356, 26.07120, -20.50392)  -0.0344
C (-21.80083, 26.42195, -19.28817)  -0.2315
C (-20.40739, 27.03297, -19.44072)  -0.2178
O (-20.57102, 28.22558, -20.18988)  -0.1907
C (-19.46459, 28.57362, -20.98051)  -0.1147
H (-22.61932, 25.53751, -25.49919)  0.0861
H (-24.09989, 25.20677, -24.58137)  0.0859
H (-22.86677, 23.90912, -24.87278)  0.0887
H (-22.31007, 23.48836, -22.69235)  0.1260
H (-23.67527, 24.49974, -22.23209)  0.1152
H (-20.83535, 25.34798, -21.60269)  0.1181
H (-21.60706, 24.20655, -20.50655)  0.1206
H (-22.41825, 26.89908, -21.09741)  0.1121
H (-21.63888, 25.51568, -18.68254)  0.1123
H (-22.37353, 27.07543, -18.62690)  0.0873
H (-19.64980, 26.37424, -19.87245)  0.1123
H (-20.07051, 27.29008, -18.42736)  0.1250
H (-19.76481, 29.34171, -21.68561)  0.0866
H (-19.02351, 27.69600, -21.46520)  0.0839
H (-18.65123, 28.99378, -20.36829)  0.0870
C (-16.85963, 26.14687, -14.69232)  -0.1007
O (-18.24247, 26.11282, -14.38087)  -0.1920
C (-18.58977, 26.90528, -13.28836)  -0.2606
C (-20.04752, 26.64539, -12.90961)  -0.2217
N (-20.92592, 27.00556, -14.01517)  -0.0512
C (-22.31740, 26.70008, -13.68208)  -0.2010
C (-23.21461, 27.00096, -14.85716)  -0.2167
O (-23.22638, 28.41320, -15.02839)  -0.1921
C (-23.89210, 28.78793, -16.22964)  -0.0792
H (-16.59288, 27.18836, -14.89353)  0.0881
H (-16.67372, 25.51666, -15.55619)  0.0837
H (-16.30125, 25.72045, -13.85033)  0.0860
H (-18.50760, 27.98489, -13.50763)  0.1237
H (-17.93215, 26.69960, -12.43033)  0.1210
H (-20.22103, 27.25529, -12.00584)  0.1186
H (-20.16920, 25.59315, -12.64883)  0.1179
H (-20.77310, 27.99414, -14.18278)  0.1133
H (-22.61955, 27.36944, -12.86230)  0.1242
H (-22.33817, 25.65892, -13.37087)  0.1058
H (-24.22686, 26.61744, -14.69782)  0.1002
H (-22.76127, 26.61954, -15.77827)  0.1051
H (-23.26562, 28.46558, -17.07274)  0.0757
H (-23.89557, 29.88019, -16.25067)  0.0921
H (-24.93404, 28.46005, -16.28625)  0.0770
C (-24.16914, 24.32716, -17.12612)  -0.0741
O (-25.46043, 24.89428, -17.27781)  -0.2252
C (-25.62180, 25.70903, -18.42867)  -0.1973
C (-26.79954, 26.63221, -18.19179)  -0.1810
N (-28.09714, 26.04801, -18.54809)  -0.0365
C (-28.35323, 24.80393, -17.82714)  -0.1876
C (-28.64929, 24.97431, -16.32356)  -0.1913
O (-29.92712, 25.56461, -16.12124)  -0.1858
C (-30.16372, 25.61999, -14.72585)  -0.0878
H (-24.18139, 23.68227, -16.25047)  0.0732
H (-23.34462, 25.03889, -17.06504)  0.0620
H (-24.06371, 23.73021, -18.04600)  0.0868
H (-25.71829, 25.10349, -19.34247)  0.1163
H (-24.74749, 26.35314, -18.59907)  0.1111
H (-26.69846, 27.49327, -18.86008)  0.1262
H (-26.78577, 27.03447, -17.17293)  0.1037
H (-28.86677, 26.68206, -18.37609)  0.0832
H (-27.48661, 24.14912, -17.86572)  0.0973
H (-29.18515, 24.28861, -18.31345)  0.1214
H (-27.80881, 25.48979, -15.86331)  0.0966
H (-28.74310, 23.91098, -16.08355)  0.1150
H (-29.56879, 26.44811, -14.33047)  0.0874
H (-30.05592, 24.71762, -14.11836)  0.0903
H (-31.21987, 25.89035, -14.62010)  0.0691
C (-33.09699, 24.86392, -12.28632)  -0.1693
O (-33.44582, 25.99397, -11.51709)  -0.1335
H (-33.77406, 24.01778, -12.20560)  0.0756
H (-33.03654, 25.06587, -13.36642)  0.0620
H (-32.08017, 24.56959, -11.98252)  0.0623
H (-33.01634, 26.77371, -11.91567)  0.0174
C (-28.62566, 20.63597, -18.47171)  -0.1672
O (-29.32536, 20.62709, -17.24280)  -0.1381
H (-28.14356, 21.59787, -18.67611)  0.0561
H (-27.84283, 19.87157, -18.54772)  0.0803
H (-29.36012, 20.39965, -19.23931)  0.0795
H (-28.64979, 20.67815, -16.53461)  0.0253
C (-22.32166, 21.64749, -14.68216)  -0.1639
O (-22.46217, 22.88965, -14.02831)  -0.1316
H (-23.14238, 20.96322, -14.42732)  0.0743
H (-22.42811, 21.80847, -15.74916)  0.0733
H (-21.41988, 21.10739, -14.39404)  0.0771
H (-22.63363, 22.81195, -13.08811)  0.0737
C (-28.37318, 29.63404, -15.58718)  -0.1388
O (-27.76206, 29.79865, -16.86985)  -0.1373
H (-27.69520, 29.10662, -14.91558)  0.0646
H (-28.65777, 30.59495, -15.15449)  0.0813
H (-29.26173, 29.00334, -15.70492)  0.0632
H (-28.48218, 29.70471, -17.50747)  0.0237
C (-32.84802, 25.21471, -17.82300)  -0.1377
O (-31.60758, 25.30381, -18.51193)  -0.1354
H (-33.22751, 26.20364, -17.53658)  0.0550
H (-33.58710, 24.75456, -18.47173)  0.0788
H (-32.68196, 24.64003, -16.90602)  0.0804
H (-30.90409, 25.50124, -17.88219)  0.0208
C (-30.70133, 28.58238, -19.64078)  -0.1086
O (-30.09596, 29.43588, -18.64747)  -0.1384
H (-30.53641, 29.08000, -20.60607)  0.0829
H (-30.27595, 27.58951, -19.60149)  0.0561
H (-31.79348, 28.54477, -19.57425)  0.0774
H (-30.61915, 30.24441, -18.65538)  0.0877
C (-25.08957, 22.17512, -20.49280)  -0.1608
O (-25.78968, 22.19537, -21.73478)  -0.1366
H (-25.81333, 22.20914, -19.67140)  0.0662
H (-24.43917, 21.30546, -20.42182)  0.0783
H (-24.42438, 23.05127, -20.43323)  0.0522
H (-26.46377, 22.89105, -21.66186)  0.0292
C (-27.47817, 25.40317, -22.30578)  -0.1210
O (-27.38013, 24.48544, -21.21996)  -0.1572
H (-26.61612, 26.07461, -22.27824)  0.0788
H (-27.59993, 24.84124, -23.22308)  0.0814
H (-28.33722, 26.06816, -22.16970)  0.0771
H (-27.72148, 24.92496, -20.42863)  0.0424
C (-26.81861, 22.11637, -15.17829)  -0.1161
O (-27.30959, 20.75848, -15.26191)  -0.1188
H (-26.66753, 22.54687, -16.16496)  0.0768
H (-27.57154, 22.68836, -14.63141)  0.0551
H (-25.89741, 22.14747, -14.58901)  0.0818
H (-27.97437, 20.67458, -14.57244)  0.0889

Cartesian forces, eV/Å:
-0.8033 -0.3510 -0.7245
0.1419 0.3711 0.0413
0.5019 0.0496 0.2232
-0.1011 0.1561 -0.1781
0.3165 0.2552 0.5503
0.2243 0.1031 1.2421
-1.4252 -0.3273 0.0686
0.2143 -0.5548 0.1221
0.5603 1.5923 -0.5019
-0.0329 0.1391 0.4377
0.0073 0.0727 -0.0474
0.4666 -0.0540 0.3987
-0.1018 -0.1893 -0.1961
-0.0898 -0.0412 -0.1303
-0.0291 -0.0188 -0.1914
0.0054 0.0338 0.1464
-0.0336 -0.1086 -0.5394
0.0345 -0.2460 -0.0917
-0.0593 0.0467 -0.6702
0.4812 -0.0024 -0.1720
0.4338 0.1926 -0.0079
0.0758 -0.3577 -0.0636
-0.3066 -0.0591 -0.0072
-0.2518 -0.4701 0.1693
0.8734 0.8269 -0.0474
-0.3999 -0.4561 -0.0088
0.2411 0.5948 -0.0979
0.4658 -0.2598 0.4972
0.7434 0.6889 -0.7098
0.4688 -0.3141 -0.3374
-0.4769 -0.7708 -0.2471
0.0484 0.4022 -0.0933
-0.4936 -0.6465 0.3794
0.0412 -0.3897 -0.0108
-0.3593 -0.0111 -0.0645
0.0777 -0.1269 0.1349
-0.0556 -0.3096 0.1106
-0.3028 -0.0318 0.1234
-0.1082 -0.0616 -0.1082
-0.1310 -0.1210 0.0400
-0.7677 0.0774 0.3700
-0.1763 -0.0030 -0.1571
-0.0644 0.2100 0.3743
-0.0627 -0.0513 0.3427
0.1160 0.1539 0.3277
0.0648 0.0919 -0.1151
0.3015 0.0681 -0.0430
0.1165 0.3053 -0.2235
0.3101 0.2709 -0.1853
0.2877 0.1398 0.3158
-0.3701 -0.3819 -0.4842
-0.0282 0.4580 0.4082
0.5647 0.4454 -0.3244
0.7812 -0.8511 0.7753
-0.5318 0.6977 0.5111
-0.0443 -0.2127 -0.4021
0.7263 0.1067 0.5871
-0.0740 0.0461 -0.0481
-0.1338 -0.2486 -0.0191
-0.2480 -0.0875 0.0128
0.0990 0.0562 0.0867
0.0844 0.0063 0.2841
0.0414 -0.1559 -0.0270
-0.1550 -0.2139 -0.1605
-0.4500 -0.1028 0.0587
-0.2103 -0.0205 -0.1624
-0.2408 0.1907 -0.3787
-0.1737 -0.0908 -0.2631
0.1765 -0.0718 -0.0272
-0.1072 -0.1343 -0.2018
-0.2559 0.0555 -0.3425
-0.1169 0.0529 0.0493
-0.6435 0.1024 0.5542
0.1234 -0.4709 -0.5246
-0.4484 0.1368 0.3132
0.7428 0.2988 -0.2204
0.3522 -0.5176 0.3992
0.5809 1.0938 -0.1542
0.5153 0.4559 -0.2626
-0.7062 0.0337 0.1691
0.8349 0.6517 0.3094
0.4725 -0.1047 -0.0201
-0.1653 0.0815 -0.1702
0.2577 0.3020 -0.0254
0.2437 -0.0901 -0.1716
-0.0662 -0.0163 0.0089
-0.2058 -0.1639 0.0683
-0.1039 -0.0350 -0.0747
-0.4709 0.0139 -0.2027
-0.3878 -0.3695 0.2306
-0.3032 -0.1064 -0.0764
-0.0197 -0.0547 -0.1855
-0.1894 -0.5753 0.1186
-0.4920 -0.2004 -0.1502
-0.0574 -0.0861 0.0428
0.1211 -0.3153 -0.0473
-0.6291 -0.6238 -1.3224
0.1817 0.4429 0.8938
0.2131 0.4186 0.1120
-0.6164 0.7180 -0.7959
0.4839 -1.0076 -0.2285
-0.6176 0.6096 0.4542
-0.3984 -1.3070 -2.1799
0.8578 -0.5314 0.3756
-1.3309 1.4447 0.0292
0.0239 0.0564 0.0609
-0.2150 0.2231 0.0537
0.7308 -0.2419 0.3346
-0.1586 0.0025 0.1616
0.0938 -0.2143 0.2371
0.2055 0.0505 0.1516
0.2207 -0.1294 0.0686
0.1781 0.2507 0.0393
0.0704 0.0444 -0.2817
-0.0569 -0.0721 0.1270
-0.3222 0.0614 0.3908
0.2788 0.1097 1.0367
0.1131 -0.2664 0.4350
0.5602 -0.2979 -0.5528
0.0940 0.1263 0.0413
1.2040 0.3089 -0.4597
-0.4773 -0.1036 -0.0412
-0.2391 0.1912 0.5806
-0.1350 0.2619 0.1094
-0.1775 -0.4548 -0.1077
-0.3026 -0.2371 -0.2493
-0.0374 -0.2452 -0.2224
0.5732 0.0863 0.4890
-0.1858 0.1035 -0.0858
-0.0621 -0.0588 0.2598
0.0707 0.2524 -0.1581
-0.3607 -0.1083 -0.4543
-0.8923 -0.7672 0.6754
0.0256 0.7100 -0.2945
-0.0886 0.0948 0.0589
0.4844 0.1525 -0.1109
0.3411 0.2536 -0.3325
0.0645 -0.4206 -0.0022
-0.1407 -0.3269 -0.5299
-0.1326 -0.0779 0.3573
0.1411 0.1395 0.0029
0.0117 -0.0238 0.0938
-0.0548 0.1098 0.2370
0.1545 0.0224 -0.2012
0.7249 0.3164 0.4599
-0.1901 0.1498 -0.6069
0.0321 0.0082 -0.0328
0.1052 -0.2212 -0.0154
-0.4422 -0.1393 -0.0645
-0.3197 -0.0693 0.3536
-0.1605 1.2640 -0.6496
-0.5151 -0.4172 0.0854
0.2968 -0.5838 -0.1187
0.0438 -0.0271 -0.0007
0.1088 -0.2722 0.5665
0.1924 0.0460 0.1644
-0.1984 0.8074 -0.5079
0.2570 -0.3303 0.1879
0.2758 -0.1425 0.1948
-0.3026 -0.2440 -0.1185
-0.1380 -0.0209 0.2122
0.1582 -0.0314 0.1062
-0.1820 0.5787 0.9230
-0.1890 -0.1423 -0.1633
0.2284 -0.2194 -0.5291
0.2589 0.0546 -0.1887
-0.1827 -0.2331 -0.1291
-0.0326 0.1340 0.2212
-0.4739 -0.4712 0.7785
0.2170 0.4524 -0.1632
0.0250 -0.1377 -0.0869
0.1716 0.2859 -0.2884
0.0857 -0.0189 -0.2193
0.0945 -0.2221 0.0678

- energy relative to the best compared isomer or geometry (same formula, charge and spin) (kcal/mol) = 0.0
- maximum force (eV Å⁻¹) = 2.6
- net charge = 0
- lowest unoccupied orbital energy (eV) = 0.159
- orbital gap (eV) = 8.86


no.,HOMO (eV)
1,-8.878
2,-8.701